No. 1
10
Properties=species:S:1:pos:R:3 method="wB97M-V/def2-TZVPD" charge=0 e_lumo_ha=0.0104 mol_weight_g_mol=104.1 orbital_gap_ev=9.2 de_lowest_kj_mol=489.2 multiplicity=1
S 1.0774 -1.1862 -0.5709
O 0.1065 -2.0353 -1.2412
N -0.6143 0.8076 0.6140
N 0.5245 0.3467 0.1743
C 0.9281 0.5037 -1.1888
C -1.1243 0.2078 1.5843
H 1.9423 0.9300 -1.3996
H -0.8559 -0.8629 1.8220
H -2.1366 0.4040 1.9494
H 0.1522 0.8847 -1.7436

No. 2
10
Properties=species:S:1:pos:R:3 method="wB97M-V/def2-TZVPD" charge=0 e_lumo_ha=0.0132 mol_weight_g_mol=104.1 orbital_gap_ev=10.3 de_lowest_kj_mol=202.6 multiplicity=1
S 0.7424 0.9483 -0.9075
O 3.1084 -0.4039 -1.1689
N -1.7507 0.5849 -0.0637
N -0.2811 -0.9505 0.7125
C -0.4909 0.0384 0.0204
C 2.0722 -0.1806 -0.4234
H -2.2930 0.6528 0.8383
H 1.8872 -0.8614 0.4734
H -1.8152 1.4610 -0.6388
H -1.1794 -1.2890 1.1576

No. 3
10
Properties=species:S:1:pos:R:3 method="wB97M-V/def2-TZVPD" charge=0 e_lumo_ha=-0.0138 mol_weight_g_mol=104.1 orbital_gap_ev=8.8 de_lowest_kj_mol=220.0 multiplicity=1
S 1.8193 0.2783 -0.8048
O 1.0789 -1.9238 0.4456
N -0.9367 1.5751 -0.5389
N -1.4372 0.5581 0.1754
C 0.7504 -0.7155 -0.0007
C -0.6929 -0.4811 0.4189
H -1.4777 2.4433 -0.3003
H 0.0893 1.6881 -0.5714
H -1.1532 -1.2820 0.9998
H 1.9598 -2.1405 0.1764

No. 4
10
Properties=species:S:1:pos:R:3 method="wB97M-V/def2-TZVPD" charge=0 e_lumo_ha=0.0127 mol_weight_g_mol=104.1 orbital_gap_ev=10.2 de_lowest_kj_mol=280.9 multiplicity=1
S -1.5370 0.2011 0.5015
O -2.5193 0.6035 -0.5486
N -0.8345 -1.2525 0.1073
N -0.1125 1.1721 0.0847
C 0.9759 0.2735 0.1373
C 0.3928 -1.1076 -0.1199
H 1.2348 0.2397 1.2256
H 1.0391 -1.9884 -0.2780
H -0.4944 1.4083 -0.8199
H 1.8552 0.4502 -0.2900